The following is a DFT calculation (the ωB97M-V functional and the def2-TZVPD basis) of a single C11H15BO2S molecule in a non-equilibrium geometry.

Each line ends with the Mulliken charge.
Atoms and positions in Å:
S 4.96273 0.27869 0.15723  0.08
O 1.40823 -0.60269 0.97199  -0.46
O 1.95720 0.97741 -0.57802  -0.62
C -2.72905 1.11707 0.74754  1.38
C -1.36705 1.30756 0.83451  -1.27
C -0.55366 0.41117 0.09694  0.52
C -3.04222 -2.10012 -1.26220  -1.35
C 2.71196 -0.82592 1.44983  -0.58
C -3.37353 -0.01393 0.13175  -1.03
C 3.65207 -0.79478 0.28383  0.13
C -3.61490 2.16997 1.41773  -1.53
C -2.49244 -0.94570 -0.40733  1.01
C 5.03732 0.56557 -1.64307  -0.71
C -1.13217 -0.77350 -0.35713  -0.78
B 1.02189 0.46028 0.11637  0.46
H 4.29253 1.19622 -2.08160  0.28
H -3.65230 2.11006 2.40697  0.39
H -2.45262 -2.28605 -2.18773  0.33
H 4.82195 -0.49251 -2.03179  0.22
H -3.06970 3.18412 1.34467  0.29
H -4.42730 -0.10481 -0.05431  0.34
H -4.08409 -1.90566 -1.62013  0.33
H -0.90603 2.19370 1.27681  0.30
H -0.49899 -1.54473 -0.76896  0.38
H 3.02541 -0.15471 2.19579  0.37
H -4.63552 2.21092 1.04765  0.34
H 2.63944 -1.83728 1.78646  0.26
H 6.05425 0.87532 -1.87992  0.36
H -3.02883 -3.18424 -0.86515  0.26
H 3.47540 -1.49146 -0.52873  0.29

## Properties
ΔE to the lowest compared entry with this formula, charge and spin = 21.88 kcal per mole
Gap between HOMO and LUMO (spin up / spin down) = 6.27 / 6.27 eV
Charge = 0

The following is a DFT calculation (the ωB97M-V functional and the def2-TZVPD basis) of a 2-piece molecular cluster, C8H15Cl2O3PS2 overall in a non-equilibrium geometry.

Each line ends with the Mulliken charge.
Atoms and positions in Å:
Cl 3.44886 -0.56646 3.23157  -0.17
Cl 5.12669 1.82372 3.08229  -0.14
S -1.33254 -1.57325 -2.07032  1.30
S -5.69751 0.37714 -1.37505  -0.37
P -4.14972 1.10631 -0.47141  0.11
O -1.04767 -1.22821 -3.41978  -0.66
O -1.41225 -2.97488 -1.84468  -0.66
O -2.76719 -0.98784 -1.56777  -0.29
C -1.94458 -0.17306 0.56300  -0.81
C -2.54521 0.18962 -0.79618  0.09
C 2.00260 1.14150 0.50456  -0.50
C -0.64079 -0.99864 0.46681  -1.03
C 4.99640 0.10492 2.69967  -0.23
C 0.58985 0.35649 -1.33887  -0.35
C -0.01752 -0.98800 -0.93533  -0.19
C 1.94437 0.50826 -0.70921  -0.54
H -4.31217 1.14551 0.93314  0.09
H 1.76778 2.20633 0.55910  0.26
H 2.84669 0.16972 -1.21605  0.43
H 5.79546 -0.42737 3.20201  0.32
H -1.93640 0.88205 -1.38426  0.24
H 0.65246 0.40053 -2.43124  0.45
H -0.00969 1.18468 -0.94978  0.19
H -0.91915 -2.04026 0.64232  0.48
H -3.89036 2.44320 -0.85512  0.10
H -1.79860 0.76006 1.11323  0.41
H -2.67784 -0.79927 1.07326  0.48
H 0.07515 -0.75560 1.24937  0.26
H 0.70280 -1.80424 -0.95413  0.51
H 5.07802 -0.02097 1.62577  0.23
H 2.30385 0.66138 1.43631  0.01

## Properties
Gap between HOMO and LUMO = 8.23 eV
Charge = 0
SMILES string = C=CC[C@H]1CC[C@H]([PH2]=S)OS1(=O)=O.ClCCl

The following is a DFT calculation (the ωB97M-V functional and the def2-TZVPD basis) of C4H10N2O2 as an isolated structure in a non-equilibrium geometry.

Each line ends with the Mulliken charge.
Atoms and positions in Å:
O 0.12814 0.20602 1.61663  -0.56
O -1.18061 1.68341 0.01761  -0.58
N 0.14803 -1.99108 -1.04357  -0.69
N -1.37862 -0.33551 -0.56603  -0.30
C 0.98504 -0.09793 0.63657  0.07
C 1.83993 1.03496 0.11427  -1.22
C -0.01098 -0.67639 -0.89722  -0.01
C -2.05653 -0.98554 0.28771  -0.24
H -3.04657 -0.62737 0.54355  0.27
H -1.64263 -1.85401 0.79299  0.29
H 2.49245 1.37519 0.92199  0.35
H 1.53463 -1.00612 0.87277  0.45
H 2.46615 0.68971 -0.70954  0.36
H 0.33733 0.02914 -1.65327  0.50
H -0.48687 0.98689 1.25335  0.47
H 1.21141 1.86245 -0.21555  0.33
H -2.10432 1.90918 -0.14283  0.25
H 0.76405 -2.20300 -1.82945  0.25

## Properties
ΔE to the lowest compared entry with this formula, charge and spin = 166.83 kcal per mole
Gap between HOMO and LUMO (spin up / spin down) = 9.08 / 6.65 eV
Charge = 0

The following is a DFT calculation (the ωB97M-V functional and the def2-TZVPD basis) of C15H28N2O22S5 as an isolated structure in a non-equilibrium geometry.

Each line ends with the Mulliken charge.
Atoms and positions in Å:
S 4.44810 -1.41443 -0.24723  1.39
S 4.34978 3.01003 -0.79907  1.15
S -2.03188 1.05919 -5.30263  1.14
S -3.36893 -2.93637 -1.28192  0.99
S -1.22161 3.09083 3.88463  1.03
O -2.56347 2.50720 3.28220  -0.33
O -2.59102 0.96234 -3.81938  -0.38
O 0.25583 -0.67898 -0.33400  -0.30
O -1.07768 2.61455 5.20096  -0.65
O -4.44726 -2.30313 -2.26685  -0.34
O -0.88886 1.13185 -0.10566  -0.65
O -1.68706 4.60379 3.85457  -0.32
O 2.89291 -1.49553 0.10586  -0.22
O 3.90608 1.81963 0.16449  -0.18
O 4.58930 -1.03039 -1.60080  -0.61
O -2.09443 2.39659 -5.73727  -0.55
O 4.37224 4.21602 -0.05750  -0.58
O 5.18038 -0.78339 0.77351  -0.57
O -2.61415 0.03124 -6.08387  -0.56
O -0.15477 2.92838 2.96597  -0.30
O 5.45091 2.59461 -1.56644  -0.55
O -0.53515 0.65654 -4.95953  -0.39
O 4.70727 -2.98369 -0.08921  -0.38
O -3.97992 -3.89835 -0.45251  -0.60
O -2.59402 -1.89785 -0.71478  -0.28
O 3.04375 2.96654 -1.70214  -0.41
O -2.53310 -3.65896 -2.43111  -0.31
N -0.50175 0.04482 0.28296  0.99
N 0.88854 0.03923 4.54708  0.24
C -2.72257 4.81398 2.89747  -0.34
C 2.36450 -2.82093 0.05046  -0.14
C 2.52863 -0.67540 3.25461  0.13
C -1.81567 -0.03349 -3.13886  0.09
C 1.93669 2.36864 -0.98281  0.14
C -0.87608 -0.40121 1.64514  -0.03
C -0.40260 0.28803 -3.56290  0.18
C -3.04336 3.43628 2.29360  -0.13
C -3.52515 -4.17840 -3.32645  -0.47
C 1.04798 -1.28745 4.83296  -0.49
C 3.53258 -3.72777 -0.35439  -0.36
C 1.80675 0.43239 3.61943  -1.22
C -4.42287 -2.97402 -3.54607  -0.16
C 2.50860 1.93585 0.38012  0.53
C 2.07424 -1.76062 4.04976  -0.97
H 0.33971 -0.49060 -3.43740  0.36
H 1.94443 -3.04597 1.03147  0.26
H 3.54159 -4.62686 0.25761  0.30
H 1.64197 1.50394 -1.56993  -0.02
H -1.32360 0.44281 2.15980  -0.10
H -0.09773 1.20171 -3.04969  0.07
H -1.62268 -1.18640 1.54175  0.21
H -2.13376 -1.03581 -3.44323  -0.24
H 2.28692 2.65713 1.16962  0.05
H 0.20708 0.66091 4.94800  0.19
H 1.14212 3.10319 -0.89969  0.30
H 3.22918 -0.64469 2.43871  0.75
H -3.10077 -4.56930 -4.24734  0.36
H -2.02420 0.03856 -2.07988  0.19
H -2.52975 3.27029 1.34567  0.08
H -3.59521 5.27632 3.35671  0.27
H -4.04371 -5.02146 -2.86262  0.33
H -4.10212 3.23937 2.16274  0.38
H 0.00377 -0.77285 2.16438  -0.07
H 1.80588 1.43590 3.23355  0.55
H -2.37169 5.50769 2.13346  0.29
H 3.50076 -4.00665 -1.40857  0.31
H 0.40687 -1.77340 5.54817  0.40
H 2.09360 0.97499 0.67670  -0.48
H -3.95759 -2.28149 -4.25083  0.16
H 2.44342 -2.77238 4.01590  0.46
H 1.54764 -2.87591 -0.66729  0.06
H -5.42381 -3.21719 -3.89015  0.35

## Properties
ΔE to the lowest compared entry with this formula, charge and spin = 0.00 kcal per mole
Gap between HOMO and LUMO = 8.21 eV
Charge = 0